C2H3I3O2 as an isolated structure at a distorted geometry, computed with wB97M-V/def2-TZVPD.

ORCA input file:
```
! RIJCOSX wB97M-V def2-TZVPD def2/J DEFGRID3
* xyz 0 1
C 0.607 -0.375 -0.497
C -0.538 -0.228 0.507
O 0.195 -0.993 -1.663
O -0.602 1.846 0.972
I 1.556 1.495 -0.949
I -0.117 -0.880 2.559
I -2.407 -0.562 -0.204
H 1.501 -1.068 -0.200
H 0.817 -0.921 -2.383
H -1.013 1.686 1.859
*
```

Calculated values
Relative energy (zero: lowest compared OMol25 entry of this formula, charge and spin) in kJ/mol: 336.3
HOMO energy in eV: -9.3
E_tot in eV: -30515.433
Molecular weight in u: 439.76
Gap between HOMO and LUMO in eV: 8.05

Atom charges from the Löwdin analysis, given in e for atoms 1 to 8: -0.9817, -1.2186, -0.2242, -0.4351, 0.9282, 0.8022, 0.9941, 0.1050


C33H51BN15O5PRuS2 as an isolated structure, computed with wB97M-V/def2-TZVPD.

ORCA input file:
```
! RIJCOSX wB97M-V def2-TZVPD def2/J DEFGRID3
* xyz 1 6
Ru -0.883 0.206 -0.484
B -3.168 2.643 -0.669
N -2.475 2.468 0.713
C -2.876 3.003 1.861
C -2.185 2.405 2.909
C -1.363 1.484 2.290
N -1.536 1.531 0.964
N -2.072 2.627 -1.772
C -2.074 3.336 -2.893
C -1.128 2.813 -3.769
C -0.577 1.749 -3.091
N -1.145 1.644 -1.871
H -3.925 1.715 -0.851
H -3.710 3.713 -0.688
H -3.631 3.770 1.863
H -2.273 2.610 3.960
H -0.650 0.807 2.721
H -2.755 4.161 -3.006
H -0.892 3.156 -4.760
H 0.194 1.063 -3.379
O 1.389 0.503 1.041
P 1.914 1.548 1.983
N 1.636 1.011 3.523
C 2.155 1.674 4.731
C 1.942 0.643 5.836
C 2.136 -0.677 5.104
C 1.426 -0.432 3.778
N 3.535 1.809 1.792
C 4.508 0.730 1.590
C 5.882 1.423 1.627
C 5.605 2.776 2.280
C 4.209 3.113 1.777
N 1.193 2.996 1.749
C 1.046 3.463 0.353
C 0.244 4.749 0.502
C 0.771 5.318 1.815
C 0.908 4.081 2.702
H 1.622 2.599 4.938
H 3.221 1.906 4.617
H 0.922 0.713 6.218
H 2.628 0.784 6.670
H 1.730 -1.535 5.639
H 3.200 -0.853 4.932
H 0.358 -0.659 3.867
H 1.821 -1.042 2.967
H 4.346 0.238 0.627
H 4.417 -0.023 2.378
H 6.257 1.567 0.613
H 6.619 0.836 2.172
H 6.339 3.534 2.013
H 5.593 2.678 3.368
H 4.260 3.526 0.763
H 3.696 3.834 2.409
H 0.540 2.709 -0.252
H 2.022 3.664 -0.103
H -0.820 4.520 0.585
H 0.390 5.419 -0.344
H 0.114 6.063 2.260
H 1.748 5.778 1.653
H -0.028 3.877 3.232
H 1.700 4.201 3.439
O -0.412 -6.958 -5.481
S -1.490 -7.225 -6.387
O -1.300 -6.868 -7.773
O -2.387 -8.300 -6.068
C -2.807 -5.644 -6.043
N -3.919 -5.735 -6.692
C -4.752 -4.719 -6.351
C -4.410 -3.749 -5.440
C -3.135 -3.795 -4.828
N -2.317 -4.825 -5.218
C -2.620 -2.882 -3.875
C -3.378 -1.837 -3.269
C -2.816 -1.040 -2.324
N -1.517 -1.179 -1.904
C -0.773 -2.169 -2.490
C -1.269 -3.005 -3.431
H -5.710 -4.711 -6.853
H -5.102 -2.950 -5.219
H -4.413 -1.671 -3.530
H -3.396 -0.258 -1.845
H 0.249 -2.258 -2.162
H -0.646 -3.785 -3.845
C 4.152 -1.730 -2.836
N 2.976 -0.883 -2.770
C 2.196 -0.709 -1.690
N 2.523 -1.366 -0.527
O 1.175 -0.011 -1.741
H 4.612 -1.601 -3.811
H 3.904 -2.785 -2.712
H 4.891 -1.439 -2.087
H 2.620 -0.475 -3.620
H 3.452 -1.755 -0.460
H 2.225 -0.800 0.280
C -5.250 -2.321 1.933
C -4.068 -2.206 2.897
C -2.764 -2.198 2.164
N -2.347 -1.216 1.460
N -1.141 -1.462 0.827
C -0.667 -2.662 1.085
N 0.480 -3.157 0.619
S -1.688 -3.570 2.135
H -6.187 -2.284 2.485
H -5.217 -3.259 1.380
H -5.236 -1.500 1.218
H -4.077 -3.029 3.613
H -4.131 -1.276 3.463
H 1.092 -2.595 0.039
H 0.723 -4.117 0.788
*
```

Calculated values
HOMO energy (spin up / spin down) in eV: -7.7 / -10.9
Expectation value of S²: 8.785
E_tot in eV: -101850.610
Molecular weight in u: 944.86
Gap between HOMO and LUMO (spin up / spin down) in eV: 5.30 / 6.41

Atom charges from the Löwdin analysis, given in e for atoms 1 to 8: 1.5458, -0.4062, -0.0663, -0.0619, -0.0395, -0.1664, -0.1030, -0.0595


C22H32BrN3O2Re as an isolated structure, computed with wB97M-V/def2-TZVPD.

ORCA input file:
```
! RIJCOSX wB97M-V def2-TZVPD def2/J DEFGRID3
* xyz 4 2
Re 0.027 0.013 0.705
C -1.690 -2.323 2.411
C -1.145 -0.927 2.341
C -1.946 0.151 1.838
C -1.498 1.482 1.934
C -2.387 2.625 1.565
C -0.124 1.706 2.233
C 0.684 0.689 2.832
C 2.051 0.985 3.351
C 0.112 -0.592 2.920
H -2.130 -2.474 3.400
H -0.907 -3.069 2.281
H -2.482 -2.492 1.682
H -2.949 -0.054 1.481
H -1.839 3.504 1.220
H -2.900 2.937 2.483
H -3.172 2.347 0.860
H 0.281 2.709 2.155
H 1.989 1.191 4.423
H 2.482 1.863 2.872
H 2.713 0.130 3.217
H 0.729 -1.402 3.290
N 1.940 0.098 -3.557
C 0.445 0.156 -3.842
C -0.179 1.467 -3.350
C -1.121 1.434 -2.146
N -0.471 1.560 -0.767
C -2.047 0.232 -2.178
C -1.268 -1.071 -2.225
N -0.703 -1.383 -0.852
C -0.291 -1.121 -3.408
H 2.437 0.769 -4.151
H 2.308 -0.833 -3.769
H 2.185 0.265 -2.581
H 0.435 0.183 -4.930
H -0.826 1.805 -4.164
H 0.564 2.267 -3.266
H -1.717 2.344 -2.232
H -1.176 2.101 -0.266
H 0.302 2.229 -0.829
H -2.681 0.304 -3.064
H -2.731 0.244 -1.325
H -1.970 -1.884 -2.418
H -0.031 -2.140 -0.966
H -1.490 -1.824 -0.376
H -0.929 -1.382 -4.255
H 0.396 -1.966 -3.318
Br 3.985 -5.482 3.285
C 4.152 -4.528 1.745
C 5.242 -4.800 0.878
C 5.362 -4.082 -0.285
C 4.408 -3.109 -0.600
C 3.319 -2.821 0.260
C 3.191 -3.520 1.431
C 2.338 -1.767 -0.167
O 2.314 -1.340 -1.310
O 1.576 -1.268 0.782
H 5.958 -5.566 1.149
H 6.187 -4.268 -0.959
H 4.504 -2.553 -1.523
H 2.385 -3.337 2.128
*
```

Calculated values
Relative energy (zero: lowest compared OMol25 entry of this formula, charge and spin) in kJ/mol: 35.6
HOMO energy (spin up / spin down) in eV: -20.9 / -20.9
Expectation value of S²: 0.772
E_tot in eV: -104031.091
Molecular weight in u: 636.63
Gap between HOMO and LUMO (spin up / spin down) in eV: 7.47 / 6.14

Atom charges from the Löwdin analysis, given in e for atoms 1 to 8: 1.5538, 0.0081, -0.3471, -0.0683, -0.2832, 0.0126, -0.0630, -0.2986


C47H41AsCl5N2O3ReS5 as an isolated structure at a distorted geometry, computed with wB97M-V/def2-TZVPD.

ORCA input file:
```
! RIJCOSX wB97M-V def2-TZVPD def2/J DEFGRID3
* xyz -1 2
Re 1.258 1.111 0.616
O 0.877 6.869 -4.042
C 0.981 6.157 -3.074
S 0.308 4.532 -2.964
C 0.807 4.165 -1.302
C 1.554 5.134 -0.652
S 2.174 5.167 0.919
S 1.845 6.601 -1.608
S 0.082 2.691 -0.776
N 3.091 2.031 -0.061
S 4.359 1.877 -1.005
C 3.862 1.334 -2.654
C 4.863 1.008 -3.562
C 4.516 0.673 -4.861
C 3.181 0.684 -5.246
C 2.197 1.044 -4.339
C 2.538 1.384 -3.038
C 5.337 0.459 -0.429
C 6.000 0.710 0.765
C 6.741 -0.294 1.365
C 6.853 -1.531 0.748
C 6.222 -1.759 -0.464
C 5.446 -0.770 -1.054
H 3.095 3.002 0.295
H 5.901 1.008 -3.253
H 5.290 0.419 -5.574
H 2.910 0.422 -6.261
H 1.157 1.078 -4.635
H 1.774 1.669 -2.330
H 5.913 1.684 1.229
H 7.220 -0.109 2.317
H 7.424 -2.322 1.217
H 6.329 -2.717 -0.958
H 4.927 -0.971 -1.981
C 2.442 -2.778 -0.398
C 2.088 -1.339 -0.104
O 1.690 -0.576 -1.022
O 2.168 -0.926 1.081
H 1.681 -3.413 0.059
H 3.395 -3.024 0.060
H 2.467 -2.952 -1.471
C -6.826 1.826 -2.715
C -5.475 1.383 -2.218
C -4.880 1.967 -1.116
C -3.656 1.527 -0.612
C -3.124 2.246 0.594
C -2.996 0.452 -1.216
As -1.251 -0.434 -0.705
N -0.555 0.185 0.909
C -0.821 -0.383 2.178
C -1.423 0.379 3.187
C -1.598 -0.123 4.465
C -1.214 -1.422 4.767
C -0.660 -2.207 3.768
C -0.460 -1.696 2.495
C -2.119 -2.150 -0.150
C -3.169 -2.236 0.780
C -3.908 -1.042 1.321
C -3.605 -3.488 1.209
C -3.048 -4.665 0.739
C -3.505 -6.006 1.249
C -2.054 -4.570 -0.222
C -1.585 -3.340 -0.670
C -0.541 -3.363 -1.764
C -3.560 -0.098 -2.387
C -2.888 -1.202 -3.170
C -4.783 0.362 -2.855
H -7.134 2.750 -2.227
H -7.576 1.060 -2.505
H -6.812 1.988 -3.794
H -5.381 2.787 -0.610
H -3.823 2.164 1.432
H -2.996 3.306 0.371
H -2.161 1.856 0.895
H -1.784 1.371 2.953
H -2.040 0.508 5.228
H -1.351 -1.818 5.765
H -0.369 -3.229 3.984
H 0.001 -2.315 1.737
H -3.270 -0.173 1.415
H -4.319 -1.271 2.305
H -4.732 -0.782 0.653
H -4.406 -3.534 1.940
H -4.309 -5.890 1.974
H -2.678 -6.531 1.731
H -3.864 -6.634 0.431
H -1.627 -5.479 -0.639
H 0.157 -4.186 -1.608
H 0.014 -2.428 -1.818
H -1.025 -3.522 -2.731
H -1.813 -1.031 -3.238
H -3.304 -1.260 -4.176
H -3.045 -2.163 -2.677
H -5.204 -0.091 -3.748
Cl 3.519 0.600 3.109
C 2.097 1.449 3.576
C 1.259 2.009 2.587
C 0.316 2.911 3.122
Cl -0.653 3.872 2.076
C 0.095 3.081 4.489
Cl -1.126 4.156 5.055
C 0.834 2.357 5.412
Cl 0.488 2.455 7.092
C 1.877 1.570 4.946
Cl 2.886 0.753 6.079
*
```

Calculated values
HOMO energy (spin up / spin down) in eV: -3.7 / -4.2
Expectation value of S²: 1.116
E_tot in eV: -238286.098
Molecular weight in u: 1280.59
Gap between HOMO and LUMO (spin up / spin down) in eV: 4.36 / 5.96

Atom charges from the Löwdin analysis, given in e for atoms 1 to 8: 1.2575, -0.0905, -1.0620, 0.9125, -1.0765, -1.2027, 0.4850, 0.9311


> Which value of E_tot does entry 1 give?

-30515.433 eV